No. 1
{
  "formula": "C4H12NS",
  "method": "the ωB97M-V functional and the def2-TZVPD basis",
  "elements": ["C", "N", "H", "H", "H", "H", "C", "C", "C", "S", "H", "H", "H", "H", "H", "H", "H", "H"],
  "xyz": [[-2.080, 0.443, -0.195], [-2.096, 1.623, 0.335], [-2.146, 0.354, -1.277], [-2.167, -0.432, 0.428], [-1.903, 1.729, 1.344], [-2.098, 2.440, -0.217], [1.147, 0.996, -0.719], [0.458, -0.196, -0.074], [1.401, -1.348, 0.319], [0.395, -2.688, 1.081], [0.387, 1.756, -1.017], [1.667, 0.701, -1.650], [1.911, 1.445, -0.067], [-0.066, 0.125, 0.820], [-0.310, -0.604, -0.719], [2.166, -0.994, 1.059], [1.927, -1.734, -0.607], [1.409, -3.614, 1.157]],
  "mulliken_charge": [-0.36, -0.11, 0.38, 0.41, 0.31, 0.29, -1.22, -0.26, -0.61, -0.29, 0.27, 0.35, 0.35, 0.23, 0.30, 0.39, 0.40, 0.17],
  "e_above_lowest_kj_mol": 172.5,
  "homo_ev": -12.275,
  "charge": 1
}

No. 2
{
  "formula": "C4H12NS2",
  "method": "the ωB97M-V functional and the def2-TZVPD basis",
  "elements": ["C", "C", "C", "C", "N", "S", "S", "H", "H", "H", "H", "H", "H", "H", "H", "H", "H", "H", "H"],
  "xyz": [[0.179, 0.323, 1.369], [-2.085, -1.675, -0.267], [-0.240, 0.725, -0.053], [-3.185, -1.008, -0.591], [3.095, 0.310, -0.915], [-1.260, 1.962, -0.337], [-3.708, 0.341, 0.519], [0.325, 1.183, 2.041], [-0.716, -0.171, 1.630], [1.134, -0.216, 1.334], [-1.571, -1.552, 0.646], [-1.924, -2.602, -0.783], [0.246, 0.350, -1.046], [-3.795, -1.239, -1.459], [3.765, -0.500, -0.873], [3.387, 0.850, -0.126], [3.276, 0.870, -1.776], [-1.426, 2.496, 0.890], [-4.901, 0.358, -0.146]],
  "mulliken_charge": [-1.03, -0.86, 0.13, 0.07, -0.71, 0.07, -0.20, 0.42, 0.35, 0.24, 0.35, 0.27, 0.37, 0.36, 0.25, 0.25, 0.26, 0.23, 0.20],
  "e_above_lowest_kj_mol": 300.4,
  "homo_ev": -12.778,
  "charge": 1
}

No. 3
{
  "formula": "C4H12O",
  "method": "the ωB97M-V functional and the def2-TZVPD basis",
  "elements": ["C", "C", "H", "H", "H", "H", "H", "H", "C", "C", "O", "H", "H", "H", "H", "H", "H"],
  "xyz": [[0.527, -1.191, -0.634], [1.524, -2.374, -0.575], [0.995, -0.245, -0.844], [-0.228, -1.439, -1.348], [0.093, -1.060, 0.346], [1.776, -2.731, -1.575], [1.018, -3.271, -0.129], [2.561, -2.381, -0.166], [-0.578, 1.715, -0.025], [-0.860, 1.913, 1.479], [-1.661, 1.058, -0.718], [-0.514, 2.624, -0.630], [0.230, 1.008, -0.294], [0.098, 2.065, 1.984], [-2.049, 0.383, -0.150], [-1.488, 1.101, 1.882], [-1.443, 2.826, 1.396]],
  "mulliken_charge": [-0.65, -1.07, 0.29, 0.31, 0.23, 0.31, 0.27, 0.33, 0.11, -0.90, -0.53, 0.32, -0.20, 0.27, 0.29, 0.30, 0.31],
  "e_above_lowest_kj_mol": 129.4,
  "homo_ev": -9.874,
  "smiles": "CCO.CC"
}